[1]
This record from the OMol25 dataset describes 2 unconnected molecules or ions with the total composition C8H27N5O5P. The level of theory is wB97M-V/def2-TZVPD.

```
46
Properties=species:S:1:pos:R:3:nbo_charge:R:1
C -1.817 -2.009 -2.225 0.379
N 1.908 -3.636 -2.549 -0.822
H 4.148 -0.503 -2.322 0.483
H 3.855 -2.720 -2.320 0.192
H 0.072 -0.076 -2.220 0.440
H 0.068 0.263 -0.623 0.461
O 0.674 3.801 3.479 -0.834
H -3.142 -0.488 -2.512 0.350
H -1.380 0.309 5.038 0.206
H -1.396 -1.140 -4.048 0.372
H -2.381 -3.508 -1.008 0.359
H -2.392 6.102 3.427 0.206
H -1.044 -1.991 -0.205 0.240
N -1.104 -1.926 -3.485 -0.851
H -2.445 1.170 3.919 0.185
O -1.407 4.462 2.674 -0.741
H 1.085 -2.273 -0.712 0.236
H 2.326 -4.451 -2.983 0.380
C 1.343 -1.271 -1.024 -0.251
H -2.044 4.867 4.644 0.183
H -0.735 5.904 4.024 0.205
O 3.420 -0.411 -1.702 -0.709
H 1.912 -3.889 -1.565 0.347
N 0.061 -0.509 -1.296 -0.506
C -1.183 -1.276 -1.007 -0.261
H 2.668 3.986 3.100 0.197
C 1.943 3.190 3.250 -0.248
N -1.903 -3.430 -1.898 -0.819
O -0.553 2.422 1.641 -1.136
H 1.926 -0.612 -3.039 0.168
H -3.582 -1.897 -3.199 0.374
H -1.916 -0.558 -0.647 0.242
C 2.322 -1.183 -2.190 0.067
C -1.433 0.799 4.069 -0.259
H -1.187 0.082 3.286 0.182
H -2.471 -3.855 -2.619 0.375
C -1.655 5.381 3.767 -0.264
H 2.239 2.606 4.122 0.184
P -0.665 3.063 2.974 2.504
C 2.854 -2.529 -2.715 -0.254
H 1.838 -0.800 -0.179 0.258
H -0.097 -1.984 -3.410 0.372
O -0.467 1.868 4.064 -0.755
H 2.999 -2.407 -3.789 0.206
N -3.184 -1.493 -2.357 -0.829
H 1.923 2.551 2.368 0.185
```

Properties
Maximum force: 5.5 eV/A
Orbital gap: 0.375 Ha
Charge: +1



[2]
This record from the OMol25 dataset describes a molecular structure, C8H27N9Na5O13S2. The level of theory is wB97M-V/def2-TZVPD.

```
64
Properties=species:S:1:pos:R:3:nbo_charge:R:1
H 2.065 -7.456 30.835 0.208
Na 7.628 -9.995 20.161 0.902
O 10.491 -6.552 21.209 -1.047
N -2.115 -15.228 21.428 -0.815
H 2.306 -11.305 32.559 0.169
H 2.667 -10.477 29.685 0.349
O -2.740 -16.925 20.170 -0.706
C -2.364 -16.460 21.237 0.730
N 8.840 -14.452 27.631 -0.800
O 12.366 -7.347 22.538 -0.934
Na 1.876 -13.684 18.138 0.696
O -2.825 -13.572 28.016 -0.668
O 8.809 -13.573 29.681 -0.675
H 3.162 -19.369 25.823 0.380
H 3.655 -21.241 25.518 0.385
N -1.002 -14.003 26.999 -0.835
H -2.500 -18.138 22.169 0.422
N 3.216 -9.858 30.265 -0.824
H 3.051 -9.102 32.248 0.194
H -2.891 -11.734 26.364 0.406
C -1.975 -13.221 27.238 0.745
H -2.376 -14.600 20.680 0.406
C -0.258 -11.122 33.605 -0.254
Na 6.894 -16.201 19.805 0.808
C 9.318 -14.167 28.749 0.737
H 11.156 -14.712 27.966 0.379
Na -0.042 -7.594 21.313 0.840
O 11.228 -5.266 23.094 -0.874
H 4.233 -21.740 23.880 0.411
H -1.200 -12.061 25.774 0.401
H 0.686 -8.480 30.343 0.202
O 3.714 -12.898 24.734 -1.078
H -0.718 -11.077 34.592 0.201
O 4.798 -11.176 23.441 -1.173
H 9.243 -14.994 26.881 0.391
C 3.969 -19.739 24.139 0.772
C 1.617 -10.574 32.137 -0.066
C 1.422 -8.288 31.123 -0.631
H -1.968 -16.697 23.122 0.381
O 4.214 -19.422 23.030 -0.674
C 2.374 -9.405 31.449 -0.073
S 3.761 -12.224 23.467 2.619
N -2.012 -12.232 26.350 -0.855
H 0.260 -12.080 33.657 0.170
O 10.129 -7.210 23.586 -0.944
N -2.187 -17.183 22.264 -0.804
H -1.909 -14.991 22.387 0.386
H 0.957 -11.062 31.419 0.154
H -0.099 -13.642 26.726 0.398
S 11.066 -6.624 22.574 2.523
H -1.145 -14.813 27.587 0.408
N 3.648 -18.890 25.079 -0.826
O 0.802 -10.182 33.252 -0.569
H 0.936 -7.769 31.950 0.237
H -1.065 -11.094 32.873 0.174
N 10.590 -14.475 28.769 -0.838
Na 5.632 -7.066 25.866 0.993
H 7.851 -14.265 27.540 0.405
H 3.586 -17.903 24.873 0.424
O 2.526 -11.574 23.118 -1.158
H 11.055 -14.414 29.663 0.401
H 3.901 -10.496 30.642 0.360
O 4.086 -13.130 22.372 -1.173
N 4.028 -21.059 24.597 -0.873
```

Properties
Maximum force: 8.8 eV/A
Orbital gap: 0.048 Ha
Charge: +1



[3]
This record from the OMol25 dataset describes 5 unconnected molecules or ions with the total composition C8H27NO5. The level of theory is wB97M-V/def2-TZVPD.

```
41
Properties=species:S:1:pos:R:3:nbo_charge:R:1
H 18.331 15.646 8.263 0.208
O 15.912 12.114 17.169 -0.936
H 10.733 20.281 5.664 0.168
H 9.835 17.515 6.871 0.157
O 10.634 19.195 16.428 -0.738
C 9.771 20.347 6.173 -0.258
C 8.397 17.853 8.562 -0.644
H 16.567 15.964 8.517 0.215
H 18.089 14.317 6.331 0.157
H 17.253 14.370 8.754 0.216
H 8.939 17.298 16.779 0.217
C 9.823 17.727 7.940 -0.066
H 15.924 11.194 16.905 0.466
H 11.387 16.536 8.058 0.350
C 17.235 14.903 6.673 -0.063
H 7.725 17.223 7.979 0.211
C 10.063 18.944 17.716 -0.060
H 8.381 17.771 9.649 0.223
O 9.833 20.239 7.623 -0.554
H 10.690 19.298 9.178 0.195
H 10.786 18.397 18.321 0.157
H 9.831 19.820 18.322 0.159
H 8.249 18.028 18.324 0.207
H 12.549 15.295 13.063 0.469
H 10.039 15.862 8.620 0.356
H 16.066 13.959 5.564 0.458
H 12.381 16.048 14.366 0.471
O 12.758 15.249 13.996 -0.941
N 10.572 16.721 8.625 -0.829
H 9.305 21.305 5.946 0.193
C 8.795 18.187 17.394 -0.624
H 8.126 18.840 16.834 0.212
H 15.143 12.480 16.732 0.471
C 10.625 19.083 8.112 -0.067
O 16.065 14.114 6.512 -0.720
H 11.617 19.025 7.665 0.168
H 11.393 19.782 16.448 0.471
H 9.120 19.576 5.761 0.164
C 17.316 15.268 8.140 -0.628
H 8.023 18.865 8.407 0.232
H 17.102 15.764 6.019 0.156
```

Properties
SMILES: COC[C@H](C)N.CCO.CCO.O.O
Maximum force: 2.5 eV/A
Orbital gap: 0.362 Ha
Energy above the lowest of the compared OMol25 structures with the same formula, charge and spin: 1.241 eV